(1)
Formula: C2H7NS2
Source: the Open Molecules 2025 dataset
Level of theory: the ωB97M-V functional and the def2-TZVPD basis

Geometry (Å):
C (4.095, 1.384, -0.631)
N (4.310, 1.330, -1.854)
H (4.362, 2.241, -0.005)
H (3.659, 0.725, 0.149)
H (3.966, 0.571, -2.434)
C (-3.185, -0.971, -0.275)
S (-1.811, -1.378, 0.855)
S (-2.805, -0.983, 2.582)
H (-4.094, -1.563, -0.097)
H (-2.943, -1.350, -1.264)
H (-3.537, 0.053, -0.150)
H (-2.017, -0.058, 3.125)

Results
* multiplicity: 2
* total charge: +1
* E: -25337.678 eV

***

(2)
Formula: C13H26FN2O3Pd
Source: the Open Molecules 2025 dataset
Level of theory: the ωB97M-V functional and the def2-TZVPD basis

Geometry (Å):
Pd (0.429, 0.114, -2.685)
C (-2.574, -1.295, 4.426)
N (-1.140, -1.067, 4.415)
C (-0.660, -0.145, 5.426)
C (-0.379, -1.177, 3.275)
O (0.755, -0.745, 3.218)
C (-0.944, -1.986, 2.108)
O (-0.552, -1.426, 0.880)
C (-1.580, -0.830, 0.128)
C (-2.123, 0.430, 0.793)
O (-1.992, 0.597, 2.006)
N (-2.781, 1.320, 0.016)
C (-3.308, 2.523, 0.622)
C (-2.977, 1.220, -1.422)
H (-2.911, -1.270, 5.463)
H (-3.110, -0.531, 3.857)
H (-2.825, -2.278, 4.033)
H (-0.975, -0.488, 6.414)
H (0.424, -0.102, 5.381)
H (-1.054, 0.863, 5.258)
H (-0.500, -2.987, 2.177)
H (-2.027, -2.087, 2.156)
H (-1.168, -0.609, -0.856)
H (-2.416, -1.528, -0.025)
H (-3.243, 2.444, 1.703)
H (-2.736, 3.396, 0.292)
H (-4.350, 2.663, 0.321)
H (-2.476, 0.366, -1.879)
H (-4.050, 1.163, -1.638)
H (-2.577, 2.117, -1.901)
F (-1.390, -0.752, -3.089)
C (1.158, 2.097, -0.109)
C (2.368, 1.370, -0.695)
C (2.884, 0.351, 0.331)
C (3.473, 2.386, -1.018)
C (2.039, 0.618, -1.963)
H (1.434, 2.653, 0.794)
H (0.384, 1.376, 0.155)
H (0.739, 2.787, -0.845)
H (3.151, 0.857, 1.264)
H (3.768, -0.170, -0.046)
H (2.111, -0.382, 0.568)
H (3.741, 2.953, -0.122)
H (3.137, 3.093, -1.781)
H (4.370, 1.885, -1.388)
H (2.988, 0.181, -2.325)

Results
* total charge: -1
* E: -29222.352 eV

***

(3)
Formula: C3H14O3S
Source: the Open Molecules 2025 dataset
Level of theory: the ωB97M-V functional and the def2-TZVPD basis

Geometry (Å):
C (2.174, 1.819, -0.245)
C (0.798, 1.506, -0.852)
S (0.234, 0.096, 0.248)
C (-1.549, 0.571, 0.409)
H (3.054, 1.212, -0.492)
H (2.539, 2.811, -0.818)
H (2.024, 2.052, 0.913)
H (0.037, 2.333, -0.712)
H (0.944, 1.258, -1.880)
H (-1.915, 1.284, 1.096)
H (-2.012, -0.456, 0.639)
H (-1.845, 0.772, -0.588)
O (-3.214, 0.332, 3.257)
H (-4.203, 0.120, 3.146)
H (-2.863, -0.550, 3.319)
O (-0.236, -3.083, 0.617)
H (0.399, -3.593, 0.099)
H (0.327, -2.297, 0.668)
O (1.917, -0.817, -3.734)
H (1.442, -1.333, -3.076)
H (2.052, 0.008, -3.270)

Results
* SMILES string: CCSC.O.O.O
* total charge: 0
* E: -20314.426 eV

***

(4)
Formula: BrClINO4P
Source: the Open Molecules 2025 dataset
Level of theory: the ωB97M-V functional and the def2-TZVPD basis

Geometry (Å):
N (0.189, -1.255, -1.504)
O (0.540, 1.220, -0.239)
O (-1.858, 1.159, 0.735)
O (-0.963, -0.862, -0.486)
O (-0.145, -0.322, 1.732)
P (-0.623, 0.488, 0.370)
Cl (0.782, 0.762, 2.597)
Br (0.121, 0.005, -2.826)
I (1.958, -1.196, -0.380)

Results
* total charge: -1
* E: -109634.216 eV

***

(5)
Formula: C29H36N2OP2Ti
Source: the Open Molecules 2025 dataset
Level of theory: the ωB97M-V functional and the def2-TZVPD basis

Geometry (Å):
C (-1.763, 3.032, -4.157)
C (-1.659, 1.791, -3.497)
C (-0.386, 1.215, -3.333)
C (0.663, 2.184, -3.269)
C (0.566, 3.484, -3.768)
C (-0.640, 3.863, -4.281)
C (1.493, 1.955, -2.121)
C (2.085, 0.460, -2.478)
C (1.106, -0.508, -2.779)
C (1.369, -1.881, -3.027)
C (2.676, -2.257, -3.282)
C (3.692, -1.305, -3.190)
C (3.423, 0.019, -2.821)
H (-2.745, 3.386, -4.486)
H (1.417, 4.142, -3.652)
H (-0.756, 4.841, -4.714)
H (2.392, 2.507, -1.834)
H (2.893, -3.301, -3.505)
H (4.706, -1.649, -3.365)
H (4.271, 0.712, -2.744)
N (-0.268, -0.050, -2.703)
Ti (-0.492, -0.566, -0.757)
C (-2.697, 1.273, -2.543)
H (-2.910, 0.209, -2.704)
H (-3.629, 1.848, -2.588)
C (0.281, -2.932, -2.782)
H (-0.599, -2.778, -3.421)
H (0.666, -3.955, -2.883)
P (-1.999, 1.468, -0.794)
P (-0.220, -2.982, -1.054)
C (1.151, -3.404, 0.013)
H (0.804, -3.427, 1.057)
H (1.430, -4.400, -0.354)
H (1.984, -2.695, -0.081)
C (-1.619, -4.070, -0.758)
H (-1.241, -5.019, -1.165)
H (-1.808, -4.093, 0.325)
H (-2.496, -3.683, -1.301)
C (-2.170, 3.272, -0.522)
H (-3.217, 3.551, -0.693)
H (-1.927, 3.519, 0.517)
H (-1.549, 3.903, -1.168)
C (-3.481, 0.906, -0.046)
H (-3.361, 0.725, 1.005)
H (-4.266, 1.639, -0.197)
H (-3.796, -0.023, -0.501)
C (1.190, 0.020, 0.005)
O (2.226, 0.386, 0.475)
H (0.868, 2.584, -1.501)
C (-2.242, 2.319, 3.353)
N (-0.847, 2.473, 3.137)
C (-0.131, 3.292, 4.042)
C (-0.116, 1.521, 2.302)
C (-0.647, 0.113, 2.396)
C (-0.632, -0.479, 3.678)
C (-1.309, -1.649, 3.901)
C (-2.069, -2.223, 2.857)
C (-2.025, -1.676, 1.591)
C (-1.128, -0.607, 1.328)
H (-2.636, 3.290, 3.712)
H (-2.487, 1.557, 4.134)
H (-2.784, 2.041, 2.424)
H (0.000, 2.803, 5.027)
H (0.863, 3.524, 3.642)
H (-0.692, 4.218, 4.206)
H (-0.152, 1.899, 1.259)
H (0.941, 1.557, 2.612)
H (-0.090, 0.021, 4.473)
H (-1.292, -2.120, 4.883)
H (-2.678, -3.112, 3.045)
H (-2.672, -2.073, 0.801)

Results
* multiplicity: 2
* total charge: +1
* E: -77367.222 eV

***

(6)
Formula: C10H10ClN2O
Source: the Open Molecules 2025 dataset
Level of theory: the ωB97M-V functional and the def2-TZVPD basis

Geometry (Å):
Cl (3.717, -0.713, -1.396)
C (2.125, -1.095, -1.700)
N (1.747, -2.309, -1.268)
C (0.295, -2.585, -1.074)
N (-0.503, -1.625, -1.128)
C (-0.079, -0.287, -1.442)
O (0.567, 0.294, -0.300)
C (-0.244, 0.762, 0.744)
C (0.402, 1.523, 1.745)
C (-0.458, 2.184, 2.605)
C (-1.875, 1.928, 2.578)
C (-2.406, 1.015, 1.690)
C (-1.553, 0.352, 0.840)
C (1.115, -0.363, -2.452)
H (2.484, -2.924, -0.883)
H (-0.195, -3.479, -0.845)
H (-0.858, 0.280, -1.786)
H (1.380, 1.703, 1.729)
H (0.081, 2.849, 3.303)
H (-2.683, 2.358, 3.206)
H (-3.384, 0.763, 1.682)
H (-2.032, -0.425, 0.200)
H (0.708, -0.760, -3.319)
H (1.648, 0.554, -2.733)

Results
* SMILES string: ClC1=[NH+]C=N[C@@H](Oc2ccccc2)C1
* total charge: +1
* E: -28072.946 eV